1.
# C14H26O3P2Ti

C14H26O3P2Ti as an isolated structure (wB97M-V/def2-TZVPD, the OMol25 dataset).

* HOMO energy (alpha / beta): -0.2552 / -0.3120 Ha
* relative energy (zero: lowest compared OMol25 entry of this formula, charge and spin): 91.5 kcal/mol
* frontier orbital gap (alpha / beta): 7.10 / 8.28 eV
* lowest unoccupied orbital energy (alpha / beta): 0.0057 / -0.0077 hartree
* expectation value of S²: 2.008

```
! RIJCOSX wB97M-V def2-TZVPD def2/J DEFGRID3
* xyz 0 3
Ti 0.8220 0.9618 -0.5630
H -0.0829 1.4420 0.4430
H 0.3624 0.7386 0.7620
P 0.0302 2.9629 -1.5158
P 2.3347 -0.7076 0.1195
C 2.0327 -2.4209 -0.5030
H 2.8188 -3.1231 -0.1727
H 1.0505 -2.7663 -0.1401
H 1.9999 -2.3918 -1.6046
C 4.0677 -0.3901 -0.4273
H 4.3861 0.5849 -0.0247
H 4.7520 -1.1858 -0.0833
H 4.0829 -0.3303 -1.5275
C 2.5466 -0.9808 1.9355
H 1.5874 -1.3191 2.3618
H 3.3282 -1.7321 2.1476
H 2.8180 -0.0204 2.4042
C 1.3057 3.8556 -2.5052
H 0.9109 4.8030 -2.9128
H 2.1727 4.0544 -1.8550
H 1.6343 3.2004 -3.3280
C -1.3794 2.8433 -2.7051
H -2.2528 2.4177 -2.1836
H -1.6440 3.8281 -3.1296
H -1.0960 2.1531 -3.5168
C -0.5476 4.2795 -0.3543
H 0.2632 4.4937 0.3611
H -0.8259 5.2041 -0.8910
H -1.4198 3.9057 0.2080
C -0.4365 -0.2122 -1.4156
O -1.1838 -0.9273 -1.9669
H 2.0014 2.0195 0.1266
O -1.3718 0.3455 2.1712
C -1.0682 -0.7291 1.4687
O -0.1199 -0.6545 0.4799
C -1.9736 -1.8943 1.5886
C -1.9299 -2.9569 0.6689
C -2.8702 -3.9918 0.7401
C -3.8596 -3.9777 1.7276
C -3.9055 -2.9363 2.6526
C -2.9735 -1.8977 2.5842
H -1.1990 -2.9757 -0.1248
H -2.8467 -4.7939 0.0148
H -4.5944 -4.7709 1.7716
H -4.6768 -2.9183 3.4131
H -3.0502 -1.0892 3.3003
*
```

=====

2.
# C24H33FO4

A 3-piece molecular cluster, C24H33FO4 overall (wB97M-V/def2-TZVPD, the OMol25 dataset).

* HOMO energy: -0.3454 Ha
* relative energy (zero: lowest compared OMol25 entry of this formula, charge and spin): 55.0 kcal/mol
* frontier orbital gap: 8.28 eV
* lowest unoccupied orbital energy: -0.0411 hartree
* structure (SMILES): CCCCCCCCc1cc(F)cc2c1C(=O)C=CC2=O.CC(C)=O.CC(C)=O

```
! RIJCOSX wB97M-V def2-TZVPD def2/J DEFGRID3
* xyz 0 1
C -2.3272 1.0228 -0.4673
C -2.5712 -0.2031 -1.4616
C -2.2164 -1.5367 -0.6808
C -1.4843 -2.6370 -1.5415
C -0.2669 -2.1078 -2.3890
C 0.6866 -1.3251 -1.3629
C 2.2001 -1.4308 -1.7685
C 3.1887 -0.5434 -0.8664
C 2.3944 0.0081 0.3617
C 1.8391 1.3636 0.2296
C 1.0559 1.9146 1.3124
F 0.4971 3.1634 1.2600
C 0.8330 1.0966 2.4999
C 1.3973 -0.2417 2.6509
C 2.2016 -0.8220 1.5445
C 2.7721 -2.2619 1.6930
O 3.0026 -2.9775 0.7473
C 3.0086 -2.7259 3.1659
C 2.2663 -2.2116 4.1815
C 1.1881 -1.1168 3.9491
O 0.2666 -0.9111 4.7031
H -2.5365 0.7344 0.6011
H -1.2873 1.4236 -0.5963
H -3.0251 1.8825 -0.6832
H -2.0410 -0.0788 -2.4354
H -3.6761 -0.1869 -1.6712
H -3.2028 -1.9896 -0.3668
H -1.6917 -1.2702 0.2715
H -1.0992 -3.4084 -0.8100
H -2.2281 -3.1791 -2.1894
H -0.6115 -1.4124 -3.2183
H 0.3029 -2.9693 -2.8201
H 0.4799 -1.8023 -0.3641
H 0.3094 -0.2631 -1.3799
H 2.3692 -1.0809 -2.8292
H 2.5816 -2.4846 -1.7366
H 3.5628 0.3611 -1.4241
H 4.0773 -1.1345 -0.5137
H 1.9822 1.9832 -0.6867
H 0.2085 1.4889 3.3327
H 3.7889 -3.4956 3.3786
H 2.4690 -2.6094 5.2009
C -1.3944 0.1723 -6.8230
C -2.0637 -1.0134 -6.1764
C -2.9005 -1.9024 -7.0598
O -1.9340 -1.2428 -4.9933
H -0.8271 0.7213 -6.0711
H -0.7084 -0.1665 -7.6017
H -2.1473 0.8380 -7.2492
H -2.2809 -2.3325 -7.8489
H -3.7198 -1.3280 -7.4963
H -3.3199 -2.7125 -6.4631
C -0.1869 5.1260 5.1362
C 0.3586 4.6894 6.4712
C 0.1529 3.2503 6.8557
O 0.9398 5.4625 7.2007
H 0.0335 6.1828 4.9845
H 0.2880 4.5504 4.3388
H -1.2692 4.9862 5.1100
H 0.6310 2.5960 6.1237
H -0.9146 3.0278 6.9074
H 0.5984 3.0699 7.8340
*
```

=====

3.
# C24H65F3HfN5O11S

C24H65F3HfN5O11S as an isolated structure (wB97M-V/def2-TZVPD, the OMol25 dataset).

* HOMO energy (alpha / beta): -0.5877 / -0.5877 Ha
* relative energy (zero: lowest compared OMol25 entry of this formula, charge and spin): 9.1 kcal/mol
* frontier orbital gap (alpha / beta): 2.29 / 1.84 eV
* lowest unoccupied orbital energy (alpha / beta): -0.5035 / -0.5201 hartree
* expectation value of S²: 0.754

```
! RIJCOSX wB97M-V def2-TZVPD def2/J DEFGRID3
* xyz 4 2
Hf 3.0723 -1.4375 0.2879
C -1.1723 -0.3098 -2.0497
F -1.9655 -0.2461 -1.0461
F -0.8959 -1.5806 -2.3809
F -1.6506 0.3847 -3.0958
S 0.4838 0.5088 -1.6009
O 1.2869 -0.3412 -0.7123
O 1.2219 0.7774 -2.8195
O 0.1389 1.7523 -0.8885
C -1.3095 2.3238 -5.3332
O -1.1076 2.3555 -6.7004
H -1.5747 1.3068 -5.0442
H -0.5983 2.8326 -4.6826
H -2.3132 2.6669 -5.0821
H -0.5938 1.5539 -6.8230
C 2.8739 1.8787 3.3517
C 2.7729 0.3460 3.1535
C 1.7606 -0.1872 4.2073
O 1.7392 -1.6248 4.1026
C 1.1169 -2.3199 5.2152
N 2.4266 0.2907 1.7317
H 2.9459 2.2313 4.3806
H 1.9431 2.2920 2.9632
H 3.7472 2.2592 2.8220
H 3.7526 -0.0961 3.3350
H 0.7571 0.2211 4.0868
H 2.0555 0.0270 5.2346
H 0.0816 -1.9807 5.2494
H 1.4899 -2.0267 6.1965
H 1.3218 -3.3822 5.0821
H 1.4645 0.5848 1.8216
H 2.8945 1.1765 1.6033
C -2.1313 4.6443 -2.1792
C -2.1650 4.5158 -0.6490
C -3.0751 3.3759 -0.2353
O -4.4430 3.7495 -0.5606
C -5.3079 2.6255 -0.4724
N -0.7992 4.3570 -0.1495
H -3.1009 4.9788 -2.5481
H -1.8239 3.6912 -2.6094
H -1.3582 5.3048 -2.5719
H -2.6426 5.4565 -0.3749
H -3.1034 3.3118 0.8525
H -2.7923 2.4910 -0.8054
H -5.6940 2.6025 0.5466
H -4.9183 1.6752 -0.8376
H -6.1748 2.8556 -1.0918
H -0.8357 4.1766 0.8436
H -0.2402 3.6160 -0.5478
C -0.7892 -3.6031 0.8928
C -0.2289 -2.1774 1.1223
C -1.0257 -1.2795 2.0759
O -0.3739 -0.0173 1.9959
C -1.0928 1.1671 2.3561
N 1.2188 -2.2816 1.5358
H -1.5671 -3.5768 0.1297
H -1.1289 -4.0605 1.8221
H -0.0446 -4.2845 0.4813
H -0.3265 -1.7759 0.1136
H -1.0569 -1.5480 3.1318
H -2.0754 -1.2514 1.7837
H -1.8230 1.3176 1.5610
H -0.3424 1.9311 2.5593
H -1.6906 0.9489 3.2410
H 1.1468 -3.2551 1.7948
H 1.0942 -1.9580 2.4844
C 7.2172 0.4602 1.2388
C 5.6940 0.6495 0.9498
C 5.2963 1.8488 0.0970
O 3.9311 1.6232 -0.3281
C 3.5919 2.6994 -1.1724
N 5.2857 -0.5273 0.3605
H 7.8857 0.2431 0.4057
H 7.4732 -0.0355 2.1753
H 7.6107 1.4487 1.4754
H 5.0645 0.6866 1.8388
H 5.9612 1.9229 -0.7635
H 5.4291 2.7473 0.6997
H 2.5137 2.8318 -1.2614
H 4.0638 2.6790 -2.1548
H 3.8894 3.6306 -0.6902
H 5.9201 -1.1710 0.8113
H 5.9240 -0.3528 -0.4026
C -5.8297 -1.7157 0.3889
C -5.8590 -3.0582 -0.2727
C -4.5168 -3.6434 -0.0599
O -3.5654 -2.8316 -0.9355
C -3.5105 -3.2247 -2.3368
N -6.7848 -3.8651 0.4825
H -5.7418 -1.6896 1.4751
H -6.7471 -1.1842 0.1362
H -5.0344 -1.0570 0.0401
H -6.2244 -3.0341 -1.2993
H -4.4994 -4.6558 -0.4633
H -4.2955 -3.5314 1.0015
H -4.5099 -3.2648 -2.7700
H -2.9404 -4.1515 -2.2721
H -2.8321 -2.7502 -3.0458
H -7.7057 -3.4936 0.2980
H -6.6815 -3.6611 1.4663
C 2.0135 -2.4623 -2.8090
C 3.2712 -1.6180 -3.0929
O 3.7658 -0.9071 -1.9870
O 1.9045 -2.9151 -1.4063
H 2.1840 -3.3083 -3.4747
H 1.1093 -2.0014 -3.2066
H 2.9729 -0.8527 -3.8094
H 3.9378 -2.2485 -3.6811
H 4.4844 -0.4717 -2.4514
H 1.4294 -3.7481 -1.4509
*
```

=====

4.
# C21H32BO3Ru

C21H32BO3Ru as an isolated structure (wB97M-V/def2-TZVPD, the OMol25 dataset).

* HOMO energy (alpha / beta): -0.0614 / -0.1329 Ha
* relative energy (zero: lowest compared OMol25 entry of this formula, charge and spin): 42.4 kcal/mol
* frontier orbital gap (alpha / beta): 4.44 / 6.39 eV
* lowest unoccupied orbital energy (alpha / beta): 0.1019 / 0.1017 hartree
* expectation value of S²: 6.038

```
! RIJCOSX wB97M-V def2-TZVPD def2/J DEFGRID3
* xyz -1 5
Ru 0.3754 -0.7373 -0.3212
C -1.3801 -1.9080 -0.1063
C -1.7365 -1.0170 -1.1882
C -1.1017 -1.4937 -2.3671
H -2.4246 -0.1653 -1.1048
C -0.3346 -2.6176 -2.0344
C -0.4783 -2.8752 -0.6498
H -0.0690 -3.7150 -0.0703
H -1.8410 -1.9556 0.8929
H -1.2489 -1.0615 -3.3694
H 0.2840 -3.2092 -2.7425
C 2.1810 -0.2569 1.0683
C 1.6485 -1.6103 1.0531
C 2.1677 -2.2346 -0.1490
H 1.1601 -2.1179 1.8855
C 2.9611 -1.2742 -0.8629
C 2.9439 -0.0502 -0.1173
H 3.4630 0.8586 -0.3830
H 2.1127 0.4312 1.9144
H 2.0661 -3.2762 -0.4130
H 3.4987 -1.4593 -1.7755
O -0.0716 1.1962 -0.9728
C 2.1507 0.6988 -4.2552
C 0.9052 1.5532 -3.8663
C 1.8326 -0.7451 -4.4992
C 3.3700 1.1762 -3.5540
C 0.0613 1.6303 -2.4816
H 0.1430 1.4794 -4.6745
H 1.1371 2.6106 -4.1247
H 0.2436 2.6946 -2.1935
H -0.9959 1.5092 -2.8376
H 2.2867 -1.2162 -5.3679
H 0.7390 -0.9107 -4.5305
H 2.0939 -1.3347 -3.5935
H 4.1790 1.5503 -4.1580
H 3.7965 0.3814 -2.8500
H 3.1044 1.9460 -2.7942
C -0.7332 1.7509 4.3897
C -1.0370 0.7065 3.3446
C -0.9384 -0.6705 4.0031
O -0.0262 0.7909 2.3205
B -0.6408 0.3387 1.1615
O -2.0202 0.5188 1.1887
C -2.3761 0.9151 2.5288
C -3.5470 0.0650 2.9772
C -2.8222 2.3672 2.4736
H -0.7646 2.7653 3.9818
H 0.2607 1.5726 4.8136
H -1.4663 1.6741 5.2020
H 0.0760 -0.8044 4.4002
H -1.6373 -0.7374 4.8473
H -1.1417 -1.4979 3.3096
H -3.8294 0.3281 4.0055
H -4.4119 0.2603 2.3304
H -3.3206 -1.0062 2.9360
H -2.0031 3.0339 2.1810
H -3.6350 2.4758 1.7456
H -3.2087 2.6784 3.4535
*
```

=====

5.
# C3H2ClN

A single C3H2ClN molecule (wB97M-V/def2-TZVPD, the OMol25 dataset).

* HOMO energy: -0.3812 Ha
* relative energy (zero: lowest compared OMol25 entry of this formula, charge and spin): 24.7 kcal/mol
* frontier orbital gap: 10.35 eV
* lowest unoccupied orbital energy: -0.0008 hartree
* structure (SMILES): C=C(Cl)C#N

```
! RIJCOSX wB97M-V def2-TZVPD def2/J DEFGRID3
* xyz 0 1
C -0.4024 0.9259 -0.0972
C -0.2198 -0.3377 -0.0375
Cl -1.5725 -1.2841 -0.0462
C 1.0641 -0.9225 0.0211
N 2.1988 -1.2480 -0.0576
H -1.4101 1.0452 0.2713
H 0.3420 1.8211 -0.0539
*
```

=====

6.
# C3H3NOS2

A single C3H3NOS2 molecule (wB97M-V/def2-TZVPD, the OMol25 dataset).

* HOMO energy: -0.3293 Ha
* relative energy (zero: lowest compared OMol25 entry of this formula, charge and spin): 72.4 kcal/mol
* frontier orbital gap: 7.93 eV
* lowest unoccupied orbital energy: -0.0378 hartree
* structure (SMILES): O=CC1=NSCS1

```
! RIJCOSX wB97M-V def2-TZVPD def2/J DEFGRID3
* xyz 0 1
O -3.0261 0.0934 -0.1006
C -2.0793 -0.6850 -0.1006
C -0.6846 -0.3964 0.0270
N 0.2665 -1.3060 -0.1594
S 1.9928 -0.7888 -0.2291
C 1.6596 0.9878 0.1363
S -0.0304 1.3176 -0.3125
H -2.4166 -1.8566 -0.2437
H 2.6123 1.6739 -0.3898
H 1.7058 0.9601 1.3725
*
```

=====

7.
# C5H8N2O2

A 2-piece molecular cluster, C5H8N2O2 overall (wB97M-V/def2-TZVPD, the OMol25 dataset).

* HOMO energy: -0.3238 Ha
* relative energy (zero: lowest compared OMol25 entry of this formula, charge and spin): 252.4 kcal/mol
* frontier orbital gap: 7.74 eV
* lowest unoccupied orbital energy: -0.0392 hartree

```
! RIJCOSX wB97M-V def2-TZVPD def2/J DEFGRID3
* xyz 0 1
C -0.8722 1.9450 0.3805
C -0.6292 0.8277 -0.6506
C 2.6214 -0.2592 0.5247
C -0.0352 -1.5797 -0.1704
C -1.4197 -1.9793 -0.2369
H -1.8552 1.7749 1.1198
H -0.0372 2.2557 1.1274
H -1.2558 2.7434 -0.3936
H -0.1164 1.2821 -1.4262
H -1.5196 0.3504 -0.7942
H 2.7207 -1.1054 1.9130
H 3.4122 0.3399 -0.1470
H -1.7468 -3.0108 -0.8541
N 0.3643 -0.1522 -0.2822
N 1.7041 0.1165 -0.6520
O 0.8146 -2.4617 0.0441
O -2.1499 -1.0871 0.4976
*
```

=====

8.
# C27H23N3O9S2Sn

C27H23N3O9S2Sn as an isolated structure (wB97M-V/def2-TZVPD, the OMol25 dataset).

* HOMO energy: -0.1048 Ha
* relative energy (zero: lowest compared OMol25 entry of this formula, charge and spin): 26.5 kcal/mol
* frontier orbital gap: 6.63 eV
* lowest unoccupied orbital energy: 0.1390 hartree

```
! RIJCOSX wB97M-V def2-TZVPD def2/J DEFGRID3
* xyz -2 1
Sn 0.7904 -0.4360 1.2339
O -3.3138 -2.5125 1.6030
C -3.0780 -3.8187 1.4293
C -4.1675 -4.6916 1.5264
C -3.9972 -6.0499 1.3490
C -2.7378 -6.5730 1.0684
C -1.6588 -5.7136 0.9714
C -1.8022 -4.3392 1.1497
C -0.6262 -3.4305 1.0443
O -0.8261 -2.1869 1.2622
N 0.5147 -3.9726 0.7116
N 1.5331 -3.0261 0.6441
C 2.6519 -3.6044 0.4448
S 4.1847 -2.7860 0.2554
C 5.1796 -4.2817 0.4437
C 4.4534 -5.4231 -0.2321
S 2.7221 -5.3787 0.3053
H -2.4404 -2.0444 1.4987
H -5.1390 -4.2657 1.7423
H -4.8545 -6.7092 1.4288
H -2.6034 -7.6383 0.9285
H -0.6653 -6.0830 0.7540
H 5.3210 -4.4871 1.5062
H 6.1527 -4.0839 -0.0074
H 4.8703 -6.3920 0.0474
H 4.4932 -5.3138 -1.3169
O 3.0240 -0.7757 4.5378
C 2.5689 -0.6890 3.4268
O 1.2881 -0.7163 3.1559
C 3.4814 -0.5743 2.1730
O 4.6817 -0.5725 2.2823
O 2.8659 -0.5571 1.0298
C -4.4510 4.0490 -0.6767
C -3.1830 4.8635 -0.7670
C -3.2715 6.2302 -0.5335
C -2.1297 7.0157 -0.5448
C -0.9116 6.4276 -0.8035
C -0.7919 5.0520 -1.0434
N 0.5414 4.6253 -1.2209
C 0.9755 3.3925 -1.7484
C 0.7891 3.1189 -3.1024
C 1.2571 1.9400 -3.6569
C 1.9554 1.0372 -2.8655
C 2.1648 1.3197 -1.5233
C 1.6743 2.4854 -0.9444
C 1.9301 2.7927 0.5317
O 2.2544 3.9717 0.7826
O 1.8075 1.8601 1.3641
C -1.9475 4.2447 -1.0317
C -1.9005 2.7474 -1.1945
H -5.2797 4.6803 -0.3534
H -4.3508 3.2287 0.0347
H -4.7203 3.6055 -1.6386
H -4.2392 6.6713 -0.3208
H -2.1915 8.0813 -0.3552
H -0.0030 7.0172 -0.8269
H 1.1218 4.8370 -0.4061
H 0.2561 3.8465 -3.7044
H 1.0886 1.7325 -4.7076
H 2.3389 0.1169 -3.2897
H 2.7310 0.6375 -0.9015
H -1.3143 2.4385 -2.0528
H -2.8985 2.3362 -1.3258
H -1.4538 2.2467 -0.3228
O -0.7150 0.4774 0.7519
*
```

=====

9.
# C7H14N2

A single C7H14N2 molecule (wB97M-V/def2-TZVPD, the OMol25 dataset).

* HOMO energy: -0.2790 Ha
* relative energy (zero: lowest compared OMol25 entry of this formula, charge and spin): 23.3 kcal/mol
* frontier orbital gap: 8.55 eV
* lowest unoccupied orbital energy: 0.0352 hartree
* structure (SMILES): CC(C)=C(N)/C(C)=C\N

```
! RIJCOSX wB97M-V def2-TZVPD def2/J DEFGRID3
* xyz 0 1
C 0.1979 -0.4762 2.5724
C 0.0295 0.1875 1.2299
C -0.1369 1.6786 1.2786
C 0.0393 -0.5114 0.0859
N 0.3046 -1.8910 0.0323
C -0.3485 0.1821 -1.2149
C -1.8004 0.2953 -1.5485
C 0.6658 0.0903 -2.0871
N 2.0313 0.1479 -1.8173
H 1.2391 -0.7554 2.7463
H -0.4141 -1.3763 2.6620
H -0.1078 0.2006 3.3674
H 0.6359 2.1166 1.9119
H -0.0496 2.1198 0.2906
H -1.1072 1.9487 1.7002
H -0.1730 -2.3661 -0.7211
H 0.1762 -2.3757 0.9094
H -2.2994 0.9302 -0.8173
H -1.9121 0.7129 -2.5480
H -2.3006 -0.6762 -1.5173
H 0.4473 0.2710 -3.1353
H 2.2519 -0.1619 -0.8806
H 2.6309 -0.2914 -2.4997
*
```

=====

10.
# C6H6NO3S

An isolated ion of composition C6H6NO3S and charge -1 (wB97M-V/def2-TZVPD, the OMol25 dataset).

* HOMO energy (alpha / beta): -0.0721 / -0.1964 Ha
* relative energy (zero: lowest compared OMol25 entry of this formula, charge and spin): 38.0 kcal/mol
* frontier orbital gap (alpha / beta): 5.67 / 6.12 eV
* lowest unoccupied orbital energy (alpha / beta): 0.1362 / 0.0284 hartree
* expectation value of S²: 2.019

```
! RIJCOSX wB97M-V def2-TZVPD def2/J DEFGRID3
* xyz -1 3
C -1.3641 -1.5399 -0.3657
C 0.0924 -1.4325 -0.4469
C -1.9243 -0.3134 0.2109
C -1.5534 1.1094 -0.0929
C -0.0657 0.9834 0.4654
C 0.5658 -0.3218 0.1036
N -1.8751 -1.2663 1.0326
O 2.1644 1.2889 -1.0747
O 2.7788 0.6934 1.2699
O 3.1045 -0.9802 -0.5397
S 2.3268 0.1651 -0.0602
H -1.9960 -2.2713 -0.8289
H 0.8274 -2.1092 -0.8501
H -1.3999 1.2835 -1.0941
H -2.2499 1.7993 0.5155
H 0.6747 1.8340 0.2423
H -0.1063 1.0777 1.5131
*
```

=====

Max |F|, respectively: 0.18330, 0.05514, 0.14121, 0.07732, 0.10394, 0.12692, 0.16945, 0.01973, 0.06670, 0.12623 Eh/bohr.
Calculated total energy, respectively: -62769.20153, -36328.20947, -76161.57616, -31692.77074, -17153.77169, -28364.69422, -12379.99123, -78775.50188, -10465.35784, -24781.73853 eV.